Entry from the OMol25 dataset: a molecular structure, C4H10O2Tb (the ωB97M-V functional and the def2-TZVPD basis).

Energy ... -1132.68437 Eh
Net charge ... +1
Multiplicity ... 7
<S²> ... 12.63

Atoms and positions in Å:
1 O 1.051 0.516 -1.939
2 C 0.161 -0.390 -1.567
3 C 0.662 0.049 -0.249
4 O 0.315 1.297 0.200
5 C 1.052 1.808 1.297
6 Tb 0.488 2.944 -2.458
7 H 0.429 -1.399 -1.917
8 H -1.116 -1.147 -0.965
9 H 1.572 -0.438 0.131
10 H -0.465 -0.868 0.523
11 H 0.349 2.342 1.949
12 H 1.572 1.025 1.867
13 H 1.804 2.510 0.910
14 C -1.741 -1.828 0.405
15 H -1.424 -2.879 0.375
16 H -1.961 -1.685 1.471
17 H -2.747 -1.859 -0.033

***

Entry from the OMol25 dataset: a molecular structure, C4H10O3 (the ωB97M-V functional and the def2-TZVPD basis).

Energy ... -384.03543 Eh
Net charge ... 0
Relative energy (zero: lowest compared OMol25 entry of this formula, charge and spin) ... 71.66 kcal/mol

Atoms and positions in Å:
1 C 0.318 0.700 -0.328
2 C 0.845 -0.108 -1.503
3 C -1.139 1.094 -0.478
4 H 0.913 1.625 -0.227
5 H 1.038 0.388 0.765
6 H 1.885 -0.408 -1.343
7 H 0.245 -1.010 -1.651
8 H -1.767 0.204 -0.596
9 H -1.494 1.656 0.388
10 H 0.821 0.469 -2.433
11 H -1.302 1.710 -1.369
12 C 0.188 -0.733 1.477
13 O -0.845 -0.271 2.197
14 O -0.139 -1.897 0.872
15 O 1.396 -0.456 1.821
16 H -1.655 -0.686 1.862
17 H 0.693 -2.276 0.548

***

Max |F| across the listed records, respectively: 3.93 3.68 eV/Å.